This record from the Open Molecules 2025 dataset describes a molecular structure, C25H20AsF46NaO5 in a non-equilibrium geometry. The level of theory is the ωB97M-V functional and the def2-TZVPD basis.

Each line ends with the Löwdin charge.
CARTESIAN COORDINATES (ANGSTROEM)
Na1 2.900 1.646 1.736  0.869
As1 -0.411 -1.151 -0.428  0.886
F1 -2.008 -0.701 -1.127  -0.294
F2 -1.090 -1.182 1.227  -0.308
F3 1.211 -1.460 0.277  -0.327
F4 0.357 -1.020 -2.057  -0.301
F5 -0.024 0.610 -0.155  -0.346
F6 -0.737 -2.871 -0.574  -0.267
C1 3.241 6.805 0.025  -0.038
C2 3.490 5.888 -1.214  -0.389
C3 2.713 6.279 -2.448  -0.326
F7 1.386 6.421 -2.137  0.085
F8 3.084 7.450 -2.916  0.133
F9 4.832 5.726 -1.478  0.102
F10 3.110 4.630 -0.800  0.087
O1 3.491 6.161 1.285  0.001
C4 4.856 5.959 1.722  -0.503
C5 4.862 5.814 3.250  -0.320
F11 4.141 4.813 3.671  0.134
F12 6.105 5.627 3.771  0.095
F13 5.316 4.854 1.099  0.144
F14 5.600 6.975 1.341  0.184
H1 2.188 7.087 0.014  0.144
H2 3.755 7.766 0.014  0.145
H3 2.821 5.550 -3.251  0.179
H4 4.485 6.700 3.762  0.177
C6 -6.223 4.159 1.903  -0.076
C7 -4.854 4.895 1.851  -0.388
C8 -4.081 4.337 0.658  -0.338
F15 -4.657 4.534 -0.520  0.129
F16 -2.856 4.891 0.645  0.096
F17 -5.151 6.258 1.747  0.092
F18 -4.287 4.675 3.072  0.120
O2 -6.146 2.755 2.090  0.022
C9 -7.305 1.965 2.024  -0.513
C10 -6.891 0.427 1.959  -0.309
F19 -6.085 0.113 2.941  0.123
F20 -7.958 -0.401 1.917  0.106
F21 -8.262 2.281 2.910  0.159
F22 -7.870 2.231 0.861  0.147
H5 -6.813 4.429 1.027  0.142
H6 -6.757 4.646 2.719  0.144
H7 -3.957 3.258 0.761  0.175
H8 -6.239 0.243 1.105  0.173
C11 -1.390 -0.760 -10.747  -0.057
C12 -1.410 -2.147 -11.320  -0.503
C13 -0.088 -2.819 -11.431  -0.343
F23 -0.174 -4.046 -12.038  0.087
F24 0.884 -2.077 -11.881  0.146
F25 -2.178 -2.875 -10.505  0.144
F26 -2.068 -1.996 -12.476  0.145
O3 -0.697 -0.596 -9.495  0.010
C14 -0.998 0.539 -8.720  -0.513
C15 0.123 0.730 -7.663  -0.280
F27 1.280 1.105 -8.195  0.115
F28 -0.205 1.593 -6.646  0.088
F29 -1.161 1.574 -9.541  0.166
F30 -2.190 0.208 -8.188  0.150
H9 -2.431 -0.470 -10.608  0.151
H10 -0.956 -0.122 -11.517  0.148
H11 0.288 -3.064 -10.437  0.174
H12 0.368 -0.254 -7.262  0.172
C16 1.193 -0.326 5.723  -0.025
C17 0.374 0.969 5.588  -0.434
C18 -1.055 0.962 6.231  -0.277
F31 -1.095 0.344 7.435  0.093
F32 -1.678 2.160 6.388  0.095
F33 1.156 1.891 6.096  0.144
F34 0.297 1.322 4.250  0.085
O4 2.522 -0.178 5.125  0.005
C19 3.396 -1.278 5.368  -0.566
C20 4.750 -1.011 4.664  -0.315
F35 4.695 -1.111 3.302  0.081
F36 5.323 0.130 4.912  0.148
F37 3.574 -1.412 6.652  0.193
F38 2.838 -2.402 4.943  0.182
H13 0.705 -1.069 5.092  0.150
H14 1.267 -0.605 6.774  0.146
H15 -1.688 0.416 5.530  0.170
H16 5.421 -1.805 4.991  0.175
C21 1.368 -8.815 2.141  -0.048
C22 1.764 -8.355 0.687  -0.475
C23 2.488 -6.976 0.660  -0.286
F39 3.618 -6.986 1.418  0.081
F40 2.821 -6.711 -0.614  0.104
F41 2.523 -9.255 0.133  0.168
F42 0.604 -8.371 -0.005  0.126
O5 0.529 -7.870 2.784  0.025
C24 0.080 -8.219 4.053  -0.575
C25 -0.735 -7.081 4.645  -0.262
F43 -1.058 -7.296 5.960  0.078
F44 -0.038 -5.922 4.611  0.102
F45 -0.684 -9.262 3.895  0.183
F46 1.089 -8.601 4.871  0.151
H17 2.261 -8.900 2.762  0.137
H18 0.914 -9.805 2.105  0.144
H19 1.884 -6.165 1.068  0.172
H20 -1.704 -7.000 4.153  0.176

## Properties
energy = -8332.83052 hartree
total charge = 0
2S+1 = 1
orbital gap = 9.7 eV


This record from the Open Molecules 2025 dataset describes 4 unconnected molecules or ions with the total composition C25H20Br2F3O6 in a non-equilibrium geometry. The level of theory is the ωB97M-V functional and the def2-TZVPD basis.

Each line ends with the Löwdin charge.
CARTESIAN COORDINATES (ANGSTROEM)
C1 0.390 1.806 1.446  -0.106
C2 0.211 0.585 0.728  -0.223
C3 1.497 -0.101 0.105  -0.237
C4 1.058 -0.477 -1.381  -0.290
C5 2.256 -0.789 -2.374  -0.191
C6 3.310 0.382 -2.555  -0.723
F1 3.972 0.125 -3.807  -0.167
Br1 4.759 0.260 -1.186  0.734
C7 2.688 1.848 -2.681  -0.749
F2 1.433 1.878 -3.304  -0.001
F3 2.712 2.556 -1.482  -0.024
Br2 3.886 2.894 -3.912  0.720
H1 -0.363 2.655 1.440  -0.004
H2 1.311 1.963 2.119  0.026
H3 -0.812 0.106 0.593  0.068
H4 2.276 0.716 0.143  0.001
H5 0.451 -1.446 -1.302  0.087
H6 0.331 0.314 -1.745  0.086
H7 1.830 -1.017 -3.410  0.124
H8 2.824 -1.690 -1.981  0.108
C8 4.252 0.072 4.564  0.021
C9 4.979 -0.926 5.066  0.007
C10 4.556 -2.336 4.913  -0.402
O1 5.221 -3.248 5.374  0.071
C11 3.299 -2.594 4.183  0.006
C12 2.570 -1.596 3.680  0.033
C13 2.993 -0.187 3.833  -0.367
O2 2.331 0.718 3.374  0.085
H9 4.546 1.109 4.666  0.118
H10 5.904 -0.755 5.603  0.114
H11 3.006 -3.631 4.080  0.116
H12 1.646 -1.766 3.141  0.118
C14 -4.657 2.779 -0.459  0.015
C15 -5.061 4.050 -0.492  0.008
C16 -4.089 5.165 -0.478  -0.402
O3 -4.459 6.325 -0.506  0.075
C17 -2.655 4.816 -0.428  0.015
C18 -2.249 3.545 -0.395  0.020
C19 -3.221 2.431 -0.409  -0.378
O4 -2.852 1.273 -0.382  0.085
H13 -5.355 1.951 -0.468  0.117
H14 -6.109 4.323 -0.530  0.115
H15 -1.957 5.644 -0.419  0.119
H16 -1.201 3.271 -0.357  0.099
C20 -2.627 -4.863 -1.486  0.017
C21 -3.615 -4.830 -2.379  0.010
C22 -4.186 -3.547 -2.845  -0.397
O5 -5.090 -3.517 -3.659  0.083
C23 -3.616 -2.304 -2.283  0.021
C24 -2.627 -2.336 -1.388  0.032
C25 -2.056 -3.619 -0.923  -0.386
O6 -1.155 -3.652 -0.110  0.111
H17 -2.198 -5.793 -1.133  0.119
H18 -4.043 -5.730 -2.802  0.116
H19 -4.045 -1.375 -2.635  0.120
H20 -2.200 -1.434 -0.967  0.107

## Properties
energy = -6863.47434 hartree
total charge = -1
2S+1 = 1
orbital gap = 2.5 eV


This record from the Open Molecules 2025 dataset describes a molecular structure, C25H20BrN5OS4TeTl in a non-equilibrium geometry. The level of theory is the ωB97M-V functional and the def2-TZVPD basis.

Each line ends with the Löwdin charge.
CARTESIAN COORDINATES (ANGSTROEM)
Tl1 -1.073 0.912 -2.586  0.588
O1 2.156 4.503 2.056  0.076
C1 1.512 3.548 1.387  -0.331
C2 1.697 2.151 1.466  0.011
C3 0.801 1.344 0.802  -0.136
N1 -0.271 1.827 0.136  -0.009
C4 -0.354 3.139 -0.043  -0.744
Br1 -1.761 3.789 -1.137  0.689
C5 0.500 4.055 0.593  -0.045
H1 2.769 4.172 2.724  0.122
H2 2.552 1.719 1.979  0.116
H3 0.830 0.283 1.017  0.090
H4 0.426 5.152 0.487  0.126
S1 -0.573 -1.521 -0.780  0.489
C6 1.002 -1.869 -1.234  -0.876
N2 1.695 -3.001 -0.984  0.020
N3 0.928 -3.966 -0.437  -0.035
C7 1.617 -5.005 0.181  -0.230
C8 1.005 -6.204 0.615  -0.036
C9 1.814 -7.217 1.071  -0.149
C10 3.167 -7.117 1.087  -0.124
C11 3.812 -5.868 0.789  -0.080
C12 3.032 -4.867 0.207  -0.046
N4 1.874 -1.030 -1.959  0.009
N5 1.634 0.181 -2.352  -0.035
C13 2.809 0.809 -2.826  -0.255
C14 3.996 0.079 -3.076  -0.037
C15 5.160 0.776 -3.245  -0.099
C16 5.170 2.174 -3.130  -0.106
C17 4.008 2.840 -2.826  -0.132
C18 2.815 2.216 -2.777  -0.051
H5 -0.079 -3.809 -0.227  0.087
H6 -0.090 -6.357 0.664  0.118
H7 1.321 -8.033 1.539  0.091
H8 3.766 -7.945 1.470  0.090
H9 4.895 -5.759 0.958  0.097
H10 3.496 -3.961 -0.260  0.106
H11 3.873 -1.024 -3.025  0.115
H12 6.109 0.216 -3.402  0.111
H13 6.092 2.772 -3.224  0.104
H14 4.007 3.944 -2.588  0.125
H15 1.914 2.797 -2.765  0.100
S2 -6.286 -1.645 -2.449  0.352
C19 -5.460 -1.090 -1.101  -1.866
S3 -4.289 0.211 -1.335  0.211
S4 -5.709 -1.745 0.454  0.257
Te1 -3.854 0.244 1.097  0.879
C20 -5.241 1.754 1.726  -0.552
C21 -5.961 1.575 2.895  -0.149
C22 -6.392 2.703 3.588  -0.102
C23 -6.244 3.969 3.052  -0.116
C24 -5.665 4.073 1.813  -0.117
C25 -5.206 2.995 1.039  -0.133
H16 -6.073 0.582 3.292  0.089
H17 -6.766 2.575 4.560  0.080
H18 -6.639 4.820 3.551  0.086
H19 -5.392 5.070 1.453  0.098
H20 -4.875 3.065 0.025  0.061

## Properties
energy = -5920.88032 hartree
total charge = -1
2S+1 = 1
orbital gap = 4.0 eV
energy above the lowest of the compared OMol25 structures with the same formula, charge and spin = 2.179 eV


Which of these has the lowest energy?
C25H20AsF46NaO5